*P*
Molecular formula: C4H5IN4
Method: DFT, the ωB97M-V functional and the def2-TZVPD basis

frontier orbital gap (alpha / beta) = 6.02 / 5.25 eV

```
! RIJCOSX wB97M-V def2-TZVPD def2/J DEFGRID3
* xyz 0 1
C 1.761 -0.500 0.445
C 0.898 0.501 0.006
C 0.262 -2.180 0.088
C -0.811 -1.171 -0.432
N 1.330 -1.759 0.597
N -1.961 -1.457 -0.814
N -0.382 0.238 -0.295
N -1.400 1.074 -0.523
I -4.834 0.242 0.114
H 2.805 -0.305 0.738
H 1.374 1.375 -0.300
H -0.029 -3.232 0.060
H -2.349 0.754 -0.542
H -1.282 2.037 -0.380
*
```

---

*Q*
Molecular formula: C4H5IN4
Method: DFT, the ωB97M-V functional and the def2-TZVPD basis

frontier orbital gap = 8.82 eV
structure (SMILES) = IN1CCn2cnnc21

```
! RIJCOSX wB97M-V def2-TZVPD def2/J DEFGRID3
* xyz 0 1
I -2.951 0.912 -0.270
N -1.347 0.622 1.040
C -0.241 1.482 0.789
C 0.683 0.844 -0.335
N 0.402 -0.567 -0.305
C 0.913 -1.712 -0.815
N 0.224 -2.721 -0.265
N -0.693 -2.275 0.575
C -0.594 -0.977 0.545
H 0.250 1.478 1.678
H -0.683 2.386 0.572
H 0.533 1.044 -1.396
H 1.816 1.110 -0.271
H 1.687 -1.627 -1.542
*
```

---

What should be chosen as the least stable of them? Choose *P*.

---

*P*
Molecular formula: C2H3N2O2
Method: DFT, the ωB97M-V functional and the def2-TZVPD basis

frontier orbital gap = 10.43 eV
structure (SMILES) = [NH3+]C#C[N+](=O)[O-]

```
! RIJCOSX wB97M-V def2-TZVPD def2/J DEFGRID3
* xyz 1 1
N -0.341 -1.639 -0.441
C 0.108 -0.524 0.185
C 0.406 0.702 0.372
N 0.410 2.140 0.581
O -0.375 2.674 -0.106
O 1.306 2.503 1.174
H -0.392 -1.574 -1.529
H -1.274 -1.864 -0.117
H 0.152 -2.416 -0.119
*
```

---

*Q*
Molecular formula: C2H3N2O2
Method: DFT, the ωB97M-V functional and the def2-TZVPD basis

frontier orbital gap (alpha / beta) = 7.79 / 7.92 eV
structure (SMILES) = O=[N+]1CC=[N+]1[O-]

```
! RIJCOSX wB97M-V def2-TZVPD def2/J DEFGRID3
* xyz 1 1
O 1.255 1.676 0.113
N 0.606 0.761 -0.206
C -0.831 0.481 -0.219
C -0.412 -0.905 0.170
N 0.971 -0.629 -0.122
O 2.007 -1.152 0.041
H -1.229 0.496 -1.145
H -1.517 0.899 0.610
H -0.851 -1.626 0.758
*
```

---

What should be chosen as the least stable of them? Choose *Q*.

---

*P*
Molecular formula: C8H19N
Method: DFT, the ωB97M-V functional and the def2-TZVPD basis

frontier orbital gap = 10.01 eV
structure (SMILES) = CC(C)(C)C(C)(C)CN

```
! RIJCOSX wB97M-V def2-TZVPD def2/J DEFGRID3
* xyz 0 1
C 1.367 1.216 1.308
C 0.972 0.337 0.097
C 1.882 -0.914 0.144
C 1.362 1.127 -1.176
C -0.591 -0.048 0.109
C -1.079 -0.355 1.550
C -1.454 1.129 -0.414
C -0.861 -1.315 -0.771
N -2.268 -1.702 -0.871
H 1.297 0.660 2.250
H 2.405 1.558 1.226
H 0.736 2.107 1.388
H 2.937 -0.632 0.254
H 1.815 -1.498 -0.781
H 1.629 -1.568 0.984
H 0.905 2.122 -1.190
H 2.446 1.282 -1.227
H 1.064 0.600 -2.088
H -0.491 -1.154 2.011
H -2.129 -0.667 1.564
H -1.020 0.530 2.193
H -1.218 2.063 0.104
H -1.308 1.288 -1.488
H -2.524 0.945 -0.263
H -0.468 -1.173 -1.784
H -0.338 -2.175 -0.339
H -2.735 -1.109 -1.558
H -2.333 -2.653 -1.231
*
```

---

*Q*
Molecular formula: C8H19N
Method: DFT, the ωB97M-V functional and the def2-TZVPD basis

frontier orbital gap = 9.44 eV
structure (SMILES) = CNC(C)(C)C(C)(C)C

```
! RIJCOSX wB97M-V def2-TZVPD def2/J DEFGRID3
* xyz 0 1
C 1.261 -1.349 1.800
N 1.380 -0.194 0.936
C 0.616 -0.121 -0.317
C 1.431 0.808 -1.230
C 0.518 -1.480 -1.033
C -0.806 0.493 -0.034
C -0.699 1.545 1.075
C -1.836 -0.560 0.401
C -1.388 1.173 -1.282
H 1.574 -2.299 1.342
H 0.238 -1.457 2.150
H 1.893 -1.173 2.671
H 2.362 -0.057 0.728
H 0.986 0.886 -2.216
H 1.516 1.800 -0.796
H 2.437 0.407 -1.355
H 0.023 -2.226 -0.420
H 1.519 -1.840 -1.269
H -0.031 -1.377 -1.964
H -1.660 2.038 1.210
H -0.406 1.085 2.012
H 0.041 2.299 0.825
H -2.756 -0.057 0.692
H -1.495 -1.139 1.252
H -2.072 -1.240 -0.413
H -2.420 1.457 -1.086
H -0.841 2.075 -1.540
H -1.386 0.502 -2.138
*
```

---

What should be chosen as the least stable of them? Choose *Q*.

---

*P*
Molecular formula: C8H8N2O
Method: DFT, the ωB97M-V functional and the def2-TZVPD basis

frontier orbital gap = 7.97 eV

```
! RIJCOSX wB97M-V def2-TZVPD def2/J DEFGRID3
* xyz 0 1
C -1.530 1.123 2.350
C -1.345 1.993 1.259
C -1.015 -0.147 2.312
C -0.744 1.531 0.067
C -0.385 -0.556 1.171
C -0.255 0.226 0.008
C 0.413 -0.267 -1.156
C 1.752 -2.132 -1.840
N 0.602 0.543 -2.180
N 0.977 1.265 -2.995
O 0.547 -1.597 -1.232
H -2.194 1.507 3.080
H -1.711 3.025 1.369
H -1.116 -0.954 3.100
H -0.508 2.304 -0.662
H 0.222 -1.493 1.198
H 1.753 -1.712 -2.867
H 1.803 -3.092 -1.595
H 2.734 -1.569 -1.387
*
```

---

*Q*
Molecular formula: C8H8N2O
Method: DFT, the ωB97M-V functional and the def2-TZVPD basis

frontier orbital gap (alpha / beta) = 7.03 / 7.03 eV

```
! RIJCOSX wB97M-V def2-TZVPD def2/J DEFGRID3
* xyz 0 1
C -4.424 1.977 1.361
C -3.864 0.938 1.082
C -0.107 -1.271 -0.681
C -1.033 0.270 0.678
C 0.240 -0.195 0.287
C -3.222 -0.404 0.256
C 3.097 0.299 -1.102
C 1.685 0.135 0.787
N -1.365 -1.322 -0.846
N -1.953 -0.389 -0.067
O 2.663 -0.447 -0.011
H 0.524 -1.909 -1.301
H -1.363 1.142 1.246
H -3.981 -1.081 -0.207
H 2.355 0.242 -1.821
H 3.944 -0.348 -1.366
H 3.127 1.349 -0.810
H 1.882 1.158 0.792
H 1.796 -0.144 1.724
*
```

---

What should be chosen as the least stable of them? Choose *Q*.

---

*P*
Molecular formula: CH4BrP
Method: DFT, the ωB97M-V functional and the def2-TZVPD basis

frontier orbital gap (alpha / beta) = 6.51 / 8.08 eV

```
! RIJCOSX wB97M-V def2-TZVPD def2/J DEFGRID3
* xyz 0 1
C 0.176 -0.686 0.753
P -1.752 2.743 -1.309
Br -0.551 1.635 0.203
H 1.012 -0.415 1.368
H 0.406 -1.089 -0.216
H -0.695 -1.066 1.246
H -0.649 2.913 -2.151
*
```

---

*Q*
Molecular formula: CH4BrP
Method: DFT, the ωB97M-V functional and the def2-TZVPD basis

frontier orbital gap = 9.98 eV
structure (SMILES) = CPBr

```
! RIJCOSX wB97M-V def2-TZVPD def2/J DEFGRID3
* xyz 0 1
C 0.642 -0.226 -0.324
P -0.675 0.975 0.042
Br -2.582 -0.189 0.071
H 0.491 -0.553 -1.299
H 0.665 -1.230 0.247
H 1.606 0.365 -0.313
H -0.147 0.857 1.576
*
```

---

*R*
Molecular formula: CH4BrP
Method: DFT, the ωB97M-V functional and the def2-TZVPD basis

frontier orbital gap = 9.71 eV
structure (SMILES) = C=P.Br

```
! RIJCOSX wB97M-V def2-TZVPD def2/J DEFGRID3
* xyz 0 1
C -1.589 0.390 -0.162
P -0.181 -0.582 -0.346
H -1.659 0.785 -1.193
H -2.231 0.647 0.712
H -0.036 -1.180 0.953
Br 3.102 0.548 0.118
H 2.594 -0.608 -0.083
*
```

---

What should be chosen as the least stable of them? Choose *P*.

---

*P*
Molecular formula: C24H26N4O4
Method: DFT, the ωB97M-V functional and the def2-TZVPD basis

frontier orbital gap = 8.24 eV
structure (SMILES) = COc1ccc(/C=C(/NC(=O)c2ccccc2)C(=O)NCCCn2ccnc2)cc1OC

```
! RIJCOSX wB97M-V def2-TZVPD def2/J DEFGRID3
* xyz 0 1
C -1.030 5.296 2.336
O -0.383 4.180 2.921
C -0.547 2.939 2.401
C 0.425 2.014 2.772
C 0.425 0.717 2.293
C -0.558 0.309 1.394
C -0.619 -1.035 0.823
C 0.312 -1.734 0.150
N 0.088 -3.031 -0.312
C -1.011 -3.823 -0.210
O -2.035 -3.505 0.369
C -0.859 -5.157 -0.862
C -1.610 -6.210 -0.347
C -1.526 -7.472 -0.905
C -0.701 -7.690 -1.996
C 0.033 -6.643 -2.528
C -0.040 -5.381 -1.966
C 1.666 -1.300 -0.335
O 2.335 -2.059 -1.027
N 2.065 -0.055 -0.035
C 3.334 0.492 -0.454
C 3.186 1.989 -0.707
C 2.208 2.278 -1.859
N 1.456 3.477 -1.616
C 1.889 4.766 -1.746
C 0.870 5.554 -1.295
N -0.169 4.779 -0.887
C 0.213 3.548 -1.088
C -1.581 1.207 1.082
C -1.608 2.503 1.576
O -2.623 3.379 1.326
C -3.620 3.022 0.402
H -0.912 5.300 1.249
H -0.531 6.166 2.765
H -2.090 5.322 2.591
H 1.191 2.348 3.454
H 1.168 0.014 2.643
H -1.577 -1.528 0.945
H 0.909 -3.380 -0.807
H -2.255 -6.016 0.497
H -2.106 -8.284 -0.493
H -0.634 -8.674 -2.437
H 0.666 -6.809 -3.387
H 0.523 -4.573 -2.413
H 1.498 0.510 0.584
H 4.092 0.324 0.321
H 3.646 -0.041 -1.357
H 2.801 2.457 0.204
H 4.164 2.422 -0.916
H 2.746 2.372 -2.806
H 1.496 1.452 -1.945
H 2.853 5.005 -2.143
H 0.815 6.623 -1.238
H -0.372 2.676 -0.872
H -2.369 0.863 0.431
H -4.273 3.891 0.334
H -3.197 2.815 -0.586
H -4.201 2.160 0.744
*
```

---

*Q*
Molecular formula: C24H26N4O4
Method: DFT, the ωB97M-V functional and the def2-TZVPD basis

frontier orbital gap = 6.38 eV

```
! RIJCOSX wB97M-V def2-TZVPD def2/J DEFGRID3
* xyz 0 1
C 1.088 1.556 -2.976
N -0.303 1.341 -2.627
C -0.690 0.421 -1.726
C 0.342 -0.464 -1.050
N -2.077 0.497 -1.675
C -2.994 -0.369 -0.941
C -2.518 1.478 -2.573
C -1.391 2.017 -3.168
C -1.435 3.175 -3.929
C -2.690 3.764 -4.108
C -3.832 3.218 -3.525
C -3.771 2.063 -2.734
H 1.100 2.387 -3.682
H 1.661 1.809 -2.064
H 1.501 0.650 -3.445
H -0.203 -1.139 -0.349
H 1.068 -0.879 -1.769
H -4.009 0.011 -1.122
H -2.943 -1.407 -1.310
H -2.780 -0.352 0.140
H -0.516 3.589 -4.325
H -2.770 4.685 -4.697
H -4.791 3.727 -3.672
H -4.643 1.642 -2.247
C 3.979 -6.035 1.311
O 4.617 -4.755 1.453
C 3.902 -3.622 1.140
C 4.494 -2.346 1.412
C 3.771 -1.165 1.170
C 2.454 -1.242 0.659
C 1.508 -0.059 0.279
C 0.634 0.450 1.344
C 0.179 1.809 1.181
O 0.504 2.571 0.261
N -0.753 2.245 2.141
C -1.304 3.545 1.866
C -1.617 1.345 2.826
O -2.685 1.695 3.343
N -1.168 0.034 2.922
C -1.880 -0.766 3.894
C 0.159 -0.306 2.502
O 0.773 -1.183 3.113
C 1.855 -2.470 0.572
C 2.538 -3.662 0.732
H 4.738 -6.745 1.622
H 3.097 -6.142 1.959
H 3.676 -6.257 0.276
H 5.543 -2.361 1.728
H 4.260 -0.232 1.448
H 1.983 0.712 -0.286
H -2.213 3.629 2.451
H -0.572 4.299 2.135
H -1.477 3.604 0.798
H -1.493 -1.778 3.925
H -1.799 -0.312 4.878
H -2.936 -0.774 3.628
H 0.804 -2.538 0.323
H 2.027 -4.610 0.571
*
```

---

What should be chosen as the least stable of them? Choose *Q*.